(1)
A 4-piece molecular cluster, CH11NO4 overall at a distorted geometry. Source: the OMol25 dataset; level of theory: ωB97M-V/def2-TZVPD.

ORCA input file:
```
! wB97M-V def2-TZVPD RIJCOSX def2/J DEFGRID3
* xyz 0 1
N 2.488 0.427 -1.028
C 1.403 1.119 -0.386
O 0.057 0.940 -0.826
H 2.795 0.754 -1.979
H 2.089 -0.437 -1.255
H 1.763 2.156 -0.446
H 1.397 1.070 0.727
H -0.579 1.284 -0.199
H -2.327 1.282 2.292
H -1.477 0.214 1.800
O -1.473 1.129 1.940
H -1.277 -2.179 -1.608
H -1.250 -0.598 -1.437
O -1.663 -1.546 -1.074
H -1.185 -1.665 0.617
H -0.001 -2.269 1.390
O -0.760 -1.681 1.472
*
```

The SMILES is NCO.O.O.O. Its energy above the lowest of the compared OMol25 structures with the same formula, charge and spin is 29.5 kcal/mol. Its orbital gap is 0.3832 Eh.



(2)
A 3-piece molecular cluster, C3H8O overall. Source: the OMol25 dataset; level of theory: ωB97M-V/def2-TZVPD.

ORCA input file:
```
! wB97M-V def2-TZVPD RIJCOSX def2/J DEFGRID3
* xyz 0 1
C 1.563 -0.571 -0.480
C 1.278 0.665 -0.876
O -1.846 0.038 -1.139
C -2.009 0.428 -0.011
H 2.516 -0.822 -0.019
H 0.070 -0.958 1.886
H 0.853 -1.385 -0.615
H 0.326 0.891 -1.350
H 1.987 1.480 -0.752
H -0.561 -0.998 2.280
H -1.268 1.073 0.500
H -2.910 0.160 0.574
*
```

The SMILES is [H][H].C=C.C=O. Its energy above the lowest of the compared OMol25 structures with the same formula, charge and spin is 60.7 kcal/mol. Its orbital gap is 0.4002 Eh.



(3)
A 2-piece molecular cluster, C2H7N3 overall at a distorted geometry. Source: the OMol25 dataset; level of theory: ωB97M-V/def2-TZVPD.

ORCA input file:
```
! wB97M-V def2-TZVPD RIJCOSX def2/J DEFGRID3
* xyz 1 2
C -1.069 1.626 -1.617
N -0.528 1.273 -0.536
H -1.430 0.849 -2.280
H -1.177 2.656 -1.924
H -0.234 2.008 0.098
N -0.269 -1.273 1.024
C 0.986 -1.621 0.766
N 1.995 -0.794 0.884
H -0.385 -0.245 0.917
H -0.995 -1.717 0.459
H 1.172 -2.667 0.572
H 1.935 -0.093 1.638
*
```

Its energy above the lowest of the compared OMol25 structures with the same formula, charge and spin is 33.2 kcal/mol. Its orbital gap (alpha / beta) is 0.3605 / 0.2321 Eh.



(4)
C9H18KO9 as an isolated structure at a distorted geometry. Source: the OMol25 dataset; level of theory: ωB97M-V/def2-TZVPD.

ORCA input file:
```
! wB97M-V def2-TZVPD RIJCOSX def2/J DEFGRID3
* xyz 1 1
K -6.068 6.726 -12.926
C -2.105 8.619 -10.639
O -1.871 9.127 -11.939
C -2.727 8.913 -12.903
O -3.768 8.288 -12.784
O -2.301 9.475 -14.007
C -3.056 9.324 -15.206
H -1.889 7.554 -10.537
H -3.136 8.747 -10.309
H -1.438 9.164 -9.977
H -3.182 8.276 -15.481
H -2.504 9.747 -16.039
H -4.014 9.815 -15.054
C -9.393 7.309 -16.056
O -9.605 5.963 -15.596
C -8.496 5.267 -15.391
O -7.438 5.742 -15.031
O -8.749 3.998 -15.550
C -7.676 3.086 -15.431
H -8.977 7.258 -17.061
H -8.778 7.921 -15.404
H -10.389 7.734 -16.137
H -6.791 3.313 -16.020
H -8.088 2.125 -15.728
H -7.309 2.940 -14.414
C -8.173 2.395 -11.234
O -8.665 3.330 -10.263
C -8.499 4.632 -10.444
O -8.078 5.183 -11.426
O -8.882 5.297 -9.379
C -9.199 4.662 -8.116
H -7.707 2.945 -12.045
H -8.996 1.809 -11.638
H -7.536 1.725 -10.664
H -9.199 5.492 -7.417
H -8.414 3.969 -7.821
H -10.161 4.177 -8.250
*
```

Its energy above the lowest of the compared OMol25 structures with the same formula, charge and spin is 10.3 kcal/mol. Its orbital gap is 0.4149 Eh.